1.
# C23H23BIrN4O4

C23H23BIrN4O4 as an isolated structure (the ωB97M-V functional and the def2-TZVPD basis, OMol25).

Output
E_HOMO ... -5.61 eV
DFT total energy ... -41893.08965 eV
Frontier orbital gap ... 6.5 eV
Energy relative to the best compared isomer or geometry (same formula, charge and spin) ... 25.41 kcal/mol

```
! wB97M-V def2-TZVPD RIJCOSX def2/J DEFGRID3
* xyz -1 1
Ir -0.0336 -1.6065 0.6767
O 6.8678 -1.8708 0.0834
C 6.2457 -0.7969 0.0167
O 6.6380 0.3714 -0.1486
C 4.7091 -0.9417 0.1490
C 3.8767 0.1671 0.0883
C 2.5097 0.0230 0.1925
N 1.9382 -1.1804 0.3476
C 2.7383 -2.2683 0.4425
C 4.1051 -2.1820 0.3336
C 2.0155 -3.5508 0.7682
O 2.4874 -4.6501 0.6431
O 0.7864 -3.3359 1.2308
H 4.3260 1.1428 -0.0396
H 1.8448 0.8739 0.1222
H 4.7159 -3.0725 0.3929
C -3.9793 1.9644 1.2475
C -2.4999 1.6703 1.4965
C -1.6203 2.0830 0.3430
C -1.3520 3.4336 0.1385
C -0.5000 3.8500 -0.8676
C 0.1014 2.9145 -1.6959
C -0.1426 1.5566 -1.5334
C 0.4397 0.5587 -2.5045
C -0.5017 0.2801 -3.6786
C -1.0067 1.1660 -0.5071
N -1.2427 -0.2405 -0.3171
C -2.3731 -0.7246 -0.7274
C -2.6484 -2.0942 -0.4436
C -3.6597 -2.9952 -0.7221
C -3.2570 -4.2191 -0.1466
C -2.0277 -4.0137 0.4570
N -1.6523 -2.7239 0.2836
H -4.5785 1.7219 2.1262
H -4.3651 1.3807 0.4078
H -4.1356 3.0186 1.0116
H -2.3658 0.6121 1.7168
H -2.1577 2.2119 2.3810
H -1.7979 4.1606 0.8069
H -0.2872 4.9033 -0.9962
H 0.7762 3.2349 -2.4817
H 0.6610 -0.3820 -1.9978
H 1.3867 0.9498 -2.8814
H -1.4562 -0.1187 -3.3296
H -0.0660 -0.4490 -4.3629
H -0.7087 1.1944 -4.2376
H -3.0671 -0.0849 -1.2638
H -4.5638 -2.7940 -1.2743
H -3.7920 -5.1544 -0.1758
H -1.3848 -4.7031 0.9797
B 0.7902 2.2531 3.1635
C 0.4726 0.8896 2.4432
N 0.2020 -0.1098 1.9340
H 1.2171 2.9729 2.2795
H 1.6250 2.0309 4.0083
H -0.2530 2.6731 3.6213
*
```

***

2.
# C23H23BN9O4Ti

C23H23BN9O4Ti as an isolated structure (the ωB97M-V functional and the def2-TZVPD basis, OMol25).

Output
E_HOMO (spin up / spin down) ... -6.34 / -9.29 eV
DFT total energy ... -69621.17494 eV
Frontier orbital gap (spin up / spin down) ... 5.5 / 6.4 eV
Energy relative to the best compared isomer or geometry (same formula, charge and spin) ... 0.00 kcal/mol

```
! wB97M-V def2-TZVPD RIJCOSX def2/J DEFGRID3
* xyz 0 4
Ti 0.9845 0.7655 0.8057
C 2.0562 3.9316 -0.7855
C 0.9970 3.1277 -1.4647
C 0.3554 3.3763 -2.6849
C -0.5169 2.3215 -2.8501
N -0.4032 1.5050 -1.7872
N 0.5317 1.9998 -0.9364
B -1.1425 0.1565 -1.5643
N -0.0917 -1.0134 -1.5168
C -0.0423 -2.2107 -2.1265
C 1.1100 -2.8591 -1.7372
C 1.7270 -1.9801 -0.8369
C 3.0170 -2.1539 -0.1052
N 0.9821 -0.8864 -0.6995
N -1.8683 0.1514 -0.2004
C -3.1270 -0.1891 0.1195
C -3.2561 -0.1466 1.4920
C -1.9941 0.2315 1.9626
C -1.5501 0.4435 3.3732
N -1.1608 0.3983 0.9374
N -2.0895 -0.0258 -2.7318
C -1.7788 -0.4316 -3.9888
C -2.8367 -0.1273 -4.8066
C -3.7684 0.5087 -3.9593
C -5.1063 1.0738 -4.3078
N -3.3038 0.5806 -2.7238
H 2.1695 4.8925 -1.2836
H 3.0187 3.4184 -0.8153
H 1.8205 4.1011 0.2641
H 0.5044 4.2123 -3.3454
H -1.2200 2.1101 -3.6384
H -0.8356 -2.5324 -2.7773
H 1.4565 -3.8268 -2.0557
H 3.7123 -2.7358 -0.7086
H 2.8837 -2.6767 0.8429
H 3.4855 -1.1923 0.1097
H -3.8441 -0.4028 -0.6514
H -4.1419 -0.3398 2.0714
H -2.3677 0.8498 3.9670
H -0.7108 1.1372 3.4248
H -1.2372 -0.4946 3.8357
H -0.8182 -0.8568 -4.2215
H -2.9286 -0.3279 -5.8604
H -5.4289 0.7276 -5.2884
H -5.0746 2.1639 -4.3278
H -5.8544 0.7780 -3.5733
O 3.2559 -4.1470 5.4917
C 3.3278 -2.8373 5.5058
O 3.9145 -2.4447 6.4965
C 2.7195 -2.0080 4.4468
C 1.6962 -2.5569 3.6728
C 1.1394 -1.7722 2.6823
N 1.5461 -0.5181 2.4421
C 2.5271 0.0059 3.2042
C 3.1388 -0.7118 4.2146
C 2.8875 1.4508 2.8875
O 3.8148 1.9874 3.4513
O 2.1121 1.9569 1.9767
H 1.3380 -3.5636 3.8390
H 0.3442 -2.1428 2.0449
H 3.9246 -0.2515 4.7987
*
```

***

3.
# C23H23BrF6N4O2PTa

C23H23BrF6N4O2PTa as an isolated structure (the ωB97M-V functional and the def2-TZVPD basis, OMol25).

Output
E_HOMO (spin up / spin down) ... -17.56 / -18.22 eV
DFT total energy ... -131449.27629 eV
Frontier orbital gap (spin up / spin down) ... 7.2 / 6.4 eV
Energy relative to the best compared isomer or geometry (same formula, charge and spin) ... 9.27 kcal/mol

```
! wB97M-V def2-TZVPD RIJCOSX def2/J DEFGRID3
* xyz 3 2
Ta 0.5414 -0.6711 0.1612
Br 1.4492 1.4943 3.2114
C 0.5156 -0.0848 3.6195
C 0.3182 -0.4180 4.9561
C -0.3371 -1.5947 5.2540
C -0.7769 -2.4130 4.2134
C -0.5387 -1.9888 2.9318
N 0.0911 -0.8344 2.6148
C -0.9401 -2.8099 1.7585
O -1.4029 -3.8805 1.6682
O -0.6294 -2.0271 0.6030
H 0.6814 0.2340 5.7381
H -0.4986 -1.8797 6.2857
H -1.2834 -3.3518 4.3939
C -0.8673 -4.5217 -4.2135
C -0.8033 -4.5765 -2.8436
C -0.4325 -3.4397 -2.0940
C -0.1190 -2.2031 -2.6994
C 0.2738 -1.0338 -1.9876
C 0.6213 0.1056 -2.7436
C 0.5829 0.1328 -4.1256
C 0.1797 -1.0082 -4.8208
C -0.1644 -2.1633 -4.1246
C -0.5416 -3.3175 -4.8569
H -1.1525 -5.3884 -4.7941
H -1.0353 -5.4943 -2.3193
H -0.3934 -3.5490 -1.0237
H 0.9301 1.0175 -2.2453
H 0.8603 1.0282 -4.6656
H 0.1448 -0.9997 -5.9037
H -0.5646 -3.2644 -5.9394
C 0.6010 4.9194 0.9391
C 1.5899 4.0960 0.1429
N 1.0316 2.7398 -0.0926
C -0.2139 2.3702 0.1686
N -0.5536 1.0013 0.1014
C -2.0241 0.7427 -0.0104
C -2.7396 1.5068 1.0787
C -2.5365 2.9774 0.8321
N -1.1345 3.2650 0.4557
C -0.7800 4.7031 0.3621
H 0.8706 5.9728 0.8883
H 0.6035 4.6297 1.9919
H 2.5328 3.9687 0.6715
H 1.7986 4.5510 -0.8239
H 1.6790 2.0299 -0.3857
H -2.2025 -0.3264 0.0779
H -2.3489 1.0408 -1.0105
H -2.3416 1.2129 2.0532
H -3.8050 1.2785 1.0699
H -2.7600 3.5760 1.7132
H -3.1695 3.3312 0.0165
H -1.5459 5.2505 0.9046
H -0.8300 5.0033 -0.6868
F 2.6530 -1.4734 1.8003
P 3.6302 -1.7966 0.5901
F 4.0729 -1.5933 -0.8599
F 4.6431 -0.7825 1.1335
F 4.2009 -3.1391 0.9755
F 2.1379 -2.3446 -0.0774
F 2.2318 0.1899 -0.0283
*
```

***

4.
# C23H23Cl2IO3PdS

C23H23Cl2IO3PdS as an isolated structure (the ωB97M-V functional and the def2-TZVPD basis, OMol25).

Output
E_HOMO ... 0.42 eV
DFT total energy ... -77825.96811 eV
Frontier orbital gap ... 3.8 eV
Energy relative to the best compared isomer or geometry (same formula, charge and spin) ... 26.75 kcal/mol

```
! wB97M-V def2-TZVPD RIJCOSX def2/J DEFGRID3
* xyz -2 1
Pd 0.4220 -0.5541 0.8638
I 1.1091 -1.4131 3.4991
C -0.4993 -2.7642 3.3341
C -0.8113 -3.4282 4.4886
C -1.8479 -4.3884 4.4904
C -2.5132 -4.6625 3.3349
C -2.1938 -3.9858 2.1273
C -2.8919 -4.3068 0.9389
C -2.6007 -3.6282 -0.2112
C -1.6313 -2.6040 -0.2176
C -0.8900 -2.2207 0.8946
C -1.1829 -2.9712 2.0935
H -0.2574 -3.2230 5.3944
H -2.1039 -4.9010 5.4119
H -3.3059 -5.4052 3.3167
H -3.6479 -5.0858 0.9645
H -3.1276 -3.8784 -1.1290
H -1.4653 -2.0771 -1.1519
Cl 5.7206 -1.4080 -5.4549
C 4.4013 -0.6887 -4.5296
C 3.4213 0.0618 -5.1994
C 2.4098 0.6300 -4.4894
Cl 1.2030 1.5719 -5.3327
C 2.2689 0.5446 -3.0299
O 1.3832 1.1443 -2.4143
C 3.2870 -0.2738 -2.4168
C 3.3686 -0.5861 -0.9893
O 2.6802 -0.2839 -0.0357
C 4.3163 -0.8525 -3.1754
H 3.4658 0.1847 -6.2742
H 4.2580 -1.2324 -0.7873
H 5.0620 -1.4514 -2.6638
C -2.0975 2.6590 -2.0749
C -2.9498 2.3348 -0.8526
C -2.3008 2.7092 0.4758
S -0.9329 1.5537 0.9690
O -0.9656 1.6849 2.4767
C 0.5094 2.5643 0.3830
C 1.3242 3.0872 1.5556
C 0.6807 4.2667 2.2778
H -2.6369 2.4417 -2.9993
H -1.1769 2.0806 -2.1051
H -1.8280 3.7207 -2.0871
H -3.1611 1.2610 -0.8406
H -3.9184 2.8416 -0.9297
H -2.9980 2.5797 1.3054
H -1.9357 3.7395 0.4825
H 0.1511 3.3854 -0.2412
H 1.0841 1.8888 -0.2490
H 2.3057 3.3777 1.1660
H 1.4894 2.2659 2.2577
H 0.4722 5.0858 1.5807
H 1.3339 4.6581 3.0628
H -0.2555 3.9508 2.7364
*
```

***

5.
# C23H23ClN3O5PbSe2

C23H23ClN3O5PbSe2 as an isolated structure (the ωB97M-V functional and the def2-TZVPD basis, OMol25).

Output
E_HOMO ... -9.84 eV
DFT total energy ... -187386.01588 eV
Frontier orbital gap ... 3.4 eV
Energy relative to the best compared isomer or geometry (same formula, charge and spin) ... 60.71 kcal/mol

```
! wB97M-V def2-TZVPD RIJCOSX def2/J DEFGRID3
* xyz 1 1
Pb -0.2000 -0.4336 0.6553
O -1.9429 0.8674 -1.3395
C -3.3443 1.2507 -1.2403
C -3.7139 2.2211 -0.1590
N -3.2893 1.6376 1.1936
C -2.4276 2.4004 2.0941
C -1.0906 2.3623 1.4691
O -0.8684 3.1898 0.5612
O -0.1949 1.4830 1.9452
C -3.9363 0.5198 1.7529
C -3.0414 -0.5262 2.4456
O -3.1219 -0.8418 3.5864
O -2.1180 -1.0452 1.5612
H -1.4879 1.7079 -1.1902
H -3.9214 0.3313 -1.1932
H -3.5454 1.8325 -2.2185
H -4.7859 2.3893 -0.1184
H -3.3637 3.2577 -0.3145
H -2.4185 1.7596 3.0295
H -2.7552 3.4273 2.2576
H -4.5421 0.0554 0.9126
H -4.6692 0.9075 2.4833
Se 1.3527 -4.3419 0.2333
Se 2.7494 -2.6817 0.9487
C 1.8226 -2.4106 2.6303
C 2.3774 -2.8866 3.8101
C 1.6058 -2.7961 5.0039
C 0.3876 -2.1232 4.9721
C -0.0143 -1.5528 3.7762
N 0.6675 -1.6914 2.6422
C 0.2883 -3.7140 -1.3171
C 0.5569 -4.4447 -2.5372
C -0.1320 -4.0401 -3.6859
C -1.1768 -3.1108 -3.6170
C -1.4096 -2.5679 -2.3613
N -0.7302 -2.8943 -1.2711
H 3.4032 -3.2640 3.8193
H 1.9749 -3.1035 5.9801
H -0.1824 -1.9710 5.9057
H -1.0101 -1.1018 3.7009
H 1.3220 -5.2329 -2.4946
H -0.0003 -4.4895 -4.7297
H -1.7750 -2.8795 -4.4927
H -2.1398 -1.7600 -2.1563
Cl 1.2259 2.8913 -3.8000
C 2.7748 2.5044 -3.2069
C 3.8478 2.3684 -4.0352
C 5.1778 2.3707 -3.5249
C 5.3617 2.5597 -2.1806
C 4.3005 2.6338 -1.2902
C 2.9631 2.6145 -1.7520
C 1.8784 2.7940 -0.8838
H 3.5743 2.2619 -5.0621
H 6.0134 2.2707 -4.2115
H 6.3595 2.5344 -1.7752
H 4.4590 2.8122 -0.2267
H 0.8365 2.8053 -1.1430
H 2.0684 2.8830 0.1581
*
```

***

6.
# C23H23IN5O4S2

C23H23IN5O4S2 as an isolated structure (the ωB97M-V functional and the def2-TZVPD basis, OMol25).

Output
E_HOMO ... -5.92 eV
DFT total energy ... -69634.55955 eV
Frontier orbital gap ... 8.4 eV

```
! wB97M-V def2-TZVPD RIJCOSX def2/J DEFGRID3
* xyz -1 1
C 3.6140 -0.4661 3.4972
C 2.9312 0.3124 4.0898
C 2.1315 1.2745 4.7921
S 0.5299 1.5026 4.0110
O -0.2328 2.3506 4.8884
O 0.8227 2.0433 2.7087
N 0.0526 -0.0240 3.9486
S -1.4980 -0.3228 4.1055
O -1.7394 -1.6341 3.5641
O -2.0407 -0.0647 5.4067
I -2.7380 1.1155 2.5805
H 4.3515 -1.0041 2.9637
H 1.9593 0.9728 5.8169
H 2.5940 2.2529 4.7481
N -0.7487 0.1443 -0.2197
C -1.0211 -0.4819 -1.3632
C -0.2815 -0.3050 -2.5256
C 0.7926 0.5700 -2.4956
C 1.0873 1.2269 -1.3107
C 0.2898 0.9781 -0.1997
H -1.8743 -1.1555 -1.3512
H -0.5471 -0.8390 -3.4286
H 1.3907 0.7395 -3.3839
H 1.9159 1.9197 -1.2437
H 0.4857 1.4629 0.7527
N -3.6536 -2.5139 -0.6506
C -3.3944 -2.3124 0.6414
C -4.1944 -2.7899 1.6702
C -5.3268 -3.5120 1.3394
C -5.6126 -3.7305 -0.0017
C -4.7466 -3.2135 -0.9510
H -2.5022 -1.7393 0.8737
H -3.9191 -2.5897 2.6969
H -5.9780 -3.9002 2.1126
H -6.4876 -4.2896 -0.3063
H -4.9345 -3.3648 -2.0095
N 5.9172 -3.2141 0.8619
C 5.1487 -4.1514 0.3133
C 4.2230 -3.8982 -0.6877
C 4.0855 -2.5984 -1.1463
C 4.8801 -1.6113 -0.5879
C 5.7764 -1.9716 0.4069
H 5.2794 -5.1552 0.7029
H 3.6215 -4.7009 -1.0916
H 3.3681 -2.3574 -1.9198
H 4.8025 -0.5815 -0.9079
H 6.4108 -1.2254 0.8736
N 0.2585 4.6706 -3.9903
C -0.4171 5.6952 -4.5045
C -1.7938 5.8319 -4.4149
C -2.5123 4.8465 -3.7557
C -1.8255 3.7728 -3.2161
C -0.4457 3.7323 -3.3582
H 0.1792 6.4452 -5.0138
H -2.2878 6.6901 -4.8504
H -3.5886 4.9159 -3.6629
H -2.3402 2.9795 -2.6911
H 0.1224 2.9105 -2.9457
*
```

***

7.
# C23H23N6O2PPdSSe

C23H23N6O2PPdSSe as an isolated structure (the ωB97M-V functional and the def2-TZVPD basis, OMol25).

Output
E_HOMO (spin up / spin down) ... -6.19 / -7.87 eV
DFT total energy ... -126207.04204 eV
Frontier orbital gap (spin up / spin down) ... 6.7 / 7.6 eV
Energy relative to the best compared isomer or geometry (same formula, charge and spin) ... 1.28 kcal/mol

```
! wB97M-V def2-TZVPD RIJCOSX def2/J DEFGRID3
* xyz 0 3
Pd -0.3571 1.4311 -0.3775
O 2.0955 2.7265 0.7601
C 1.7116 1.7607 0.1511
C 2.6856 0.6070 -0.0962
C 4.0563 0.8123 -0.0088
C 4.9219 -0.2379 -0.2665
C 4.4113 -1.4949 -0.5892
C 3.0430 -1.7017 -0.6629
C 2.1691 -0.6408 -0.4368
P 0.3469 -0.8225 -0.3884
C 0.1661 -1.8650 1.1018
C 0.3831 -1.2420 2.3317
C 0.2650 -1.9569 3.5118
C -0.0779 -3.3025 3.4805
C -0.2814 -3.9321 2.2621
C -0.1535 -3.2196 1.0773
C -0.1155 -1.8908 -1.7763
C -1.4098 -2.4132 -1.7940
C -1.8644 -3.1373 -2.8829
C -1.0333 -3.3369 -3.9766
C 0.2443 -2.7992 -3.9795
C 0.6994 -2.0719 -2.8898
H 4.4220 1.7939 0.2651
H 5.9913 -0.0856 -0.2082
H 5.0868 -2.3180 -0.7810
H 2.6542 -2.6859 -0.8940
H 0.6265 -0.1873 2.3678
H 0.4340 -1.4592 4.4573
H -0.1813 -3.8579 4.4034
H -0.5327 -4.9841 2.2277
H -0.3015 -3.7296 0.1342
H -2.0756 -2.2390 -0.9567
H -2.8713 -3.5329 -2.8810
H -1.3871 -3.8984 -4.8310
H 0.8871 -2.9300 -4.8396
H 1.6865 -1.6307 -2.9183
C -3.5677 2.4296 1.3283
S -2.6521 1.1528 2.1740
C -3.2785 -0.2641 1.2871
O -1.2036 1.3286 1.7677
H -4.6323 2.2672 1.4895
H -3.3292 2.3866 0.2663
H -3.2604 3.3824 1.7541
H -4.3448 -0.3521 1.4931
H -2.7528 -1.1410 1.6649
H -3.1067 -0.1201 0.2205
Se -0.2264 1.5309 -3.0947
C -1.8935 1.2019 -2.3851
N -2.9100 0.9806 -1.8696
N 0.3345 6.0199 1.9046
N 0.0111 5.2618 0.7873
N 0.4736 5.5451 -0.4100
C -0.0977 4.5832 -1.1205
N -0.8634 3.7828 -0.3718
N -0.7789 4.2497 0.8687
H 1.2218 6.4549 1.6768
H 0.4738 5.3457 2.6505
H 0.0381 4.4462 -2.1781
*
```

***

8.
# C23H23N6O7Sc

C23H23N6O7Sc as an isolated structure (the ωB97M-V functional and the def2-TZVPD basis, OMol25).

Output
E_HOMO ... -7.86 eV
DFT total energy ... -68197.32635 eV
Frontier orbital gap ... 7.5 eV
Energy relative to the best compared isomer or geometry (same formula, charge and spin) ... 6.46 kcal/mol

```
! wB97M-V def2-TZVPD RIJCOSX def2/J DEFGRID3
* xyz 0 1
Sc -0.1158 -0.6289 0.2320
N -1.6219 -0.6444 2.2313
C -2.9172 -1.3073 2.0526
C -2.7454 -2.4217 1.0371
N -2.1391 -1.8610 -0.1819
H -0.9761 -1.2468 2.7379
H -1.6983 0.2106 2.7706
H -3.6282 -0.5688 1.6700
H -3.3325 -1.7041 2.9835
H -3.7021 -2.9123 0.8392
H -2.0599 -3.1798 1.4248
H -2.7816 -1.2070 -0.6230
H -1.9764 -2.5979 -0.8667
O 2.6605 -2.1214 2.8957
C 2.0457 -1.3061 2.2467
O 0.9640 -1.5950 1.5622
C 2.5203 0.1339 2.1783
C 3.7413 0.4057 2.7719
C 4.2576 1.6907 2.7503
C 3.5895 2.7345 2.1450
C 2.3833 2.4580 1.5374
C 1.7903 1.1771 1.5502
O 0.6034 0.9958 1.0455
N 1.7134 3.5819 0.8643
O 1.0686 3.3553 -0.1416
O 1.8698 4.6873 1.3458
N 5.5544 1.9602 3.3839
O 5.9560 3.1076 3.3677
O 6.1030 1.0399 3.9533
H 4.2785 -0.3992 3.2521
H 3.9975 3.7336 2.1373
C 1.4322 -1.1551 -1.4188
C 0.6725 -2.3330 -1.7671
C 0.6468 -3.4772 -0.9335
C -0.2335 -4.5170 -1.1572
C -1.1358 -4.4701 -2.2223
C -1.1022 -3.3718 -3.0920
C -0.2248 -2.3364 -2.8657
C -2.0677 -5.5370 -2.4389
N -2.8307 -6.3819 -2.6039
H 1.5832 -0.4516 -2.2351
H 2.3472 -1.3449 -0.8593
H 1.3262 -3.5316 -0.0924
H -0.2295 -5.3764 -0.4993
H -1.7728 -3.3423 -3.9412
H -0.2066 -1.5037 -3.5587
C -1.9964 4.9792 -2.4787
C -1.8032 3.5714 -2.0100
C -1.0901 2.6457 -2.7590
C -0.8574 1.3832 -2.2481
N -1.3009 0.9883 -1.0520
C -2.0083 1.8728 -0.3392
C -2.2873 3.1494 -0.7756
H -1.9048 5.0559 -3.5605
H -1.2311 5.6142 -2.0287
H -2.9692 5.3670 -2.1797
H -0.6904 2.9072 -3.7293
H -0.2753 0.6621 -2.8041
H -2.3412 1.5427 0.6386
H -2.8515 3.8207 -0.1420
*
```